{
  "formula": "C28H47B3N12O4S2",
  "method": "ωB97M-V with the def2-TZVPD basis set",
  "symbols": ["S", "S", "O", "O", "O", "O", "N", "N", "N", "N", "N", "N", "N", "N", "N", "N", "N", "N", "C", "C", "C", "C", "C", "C", "C", "C", "C", "C", "C", "C", "C", "C", "C", "C", "C", "C", "C", "C", "C", "C", "C", "C", "C", "C", "C", "C", "B", "B", "B", "H", "H", "H", "H", "H", "H", "H", "H", "H", "H", "H", "H", "H", "H", "H", "H", "H", "H", "H", "H", "H", "H", "H", "H", "H", "H", "H", "H", "H", "H", "H", "H", "H", "H", "H", "H", "H", "H", "H", "H", "H", "H", "H", "H", "H", "H", "H"],
  "xyz": [[0.2054, 3.6078, -2.9423], [1.6518, -1.3203, -1.3845], [2.2866, 1.0117, 0.2477], [1.8810, 3.2635, -0.6919], [0.4184, 1.2841, -1.2758], [6.1069, 4.1538, -0.2108], [-2.9115, 2.0467, -3.1262], [-3.3331, -8.5738, 2.8070], [-2.5649, 6.6820, -1.7877], [10.4353, 0.6483, -1.7683], [2.8373, -4.7089, 3.2381], [-3.9837, 4.4128, 2.6259], [-6.5463, 0.1529, -1.1551], [-7.7694, 4.8375, -2.3048], [-1.4469, -3.4883, 0.4188], [2.9390, 0.2719, -4.9175], [-2.9253, 5.6839, 2.0344], [4.7912, -9.4036, 6.6202], [1.9872, -0.3020, -5.2358], [7.6897, 2.1476, -0.1481], [2.0746, -4.0730, 2.6451], [4.2574, -8.6711, 5.9029], [0.7615, -1.0413, -5.6407], [-2.9637, 0.0062, -1.4434], [7.0347, 3.3670, -0.9761], [10.3764, -1.4171, -0.1190], [-1.1377, 4.7520, 0.2807], [4.3946, 2.2844, -0.6138], [3.5696, -7.7273, 4.9790], [-2.1310, 5.2713, 1.2610], [-4.7023, 5.2855, -2.4705], [-3.5029, 6.0768, -2.0864], [-4.5332, 3.7067, 3.3785], [5.0499, 3.3717, 0.3629], [-7.1294, 0.1299, -2.1630], [-1.8293, -7.5800, 4.7433], [1.0921, -3.2547, 1.8815], [-2.6755, -8.1394, 3.6532], [10.4095, -0.2547, -1.0477], [-1.9291, -4.5370, 0.4939], [-8.2680, 3.0312, -0.4397], [-7.9876, 4.0495, -1.4874], [-2.5484, -5.8872, 0.5903], [-2.9344, 1.1534, -2.3915], [-7.8639, 0.0828, -3.4564], [-5.2338, 2.8169, 4.3487], [2.8061, 2.2272, -0.3466], [1.4481, 0.4356, -0.7482], [0.8925, 2.6021, -1.5186], [-0.8994, -8.1442, 4.8164], [-2.3296, -0.7990, -1.8158], [8.7632, 2.0485, -0.5231], [0.0807, -3.5758, 2.1173], [-4.3952, 4.3033, -2.8333], [10.7227, -1.1119, 0.8686], [0.1009, -1.1597, -4.7814], [-1.5300, 3.8568, -0.2134], [1.2176, 4.3327, -3.5357], [-4.8044, 1.8156, 4.3089], [9.3578, -1.7971, -0.0378], [-1.5971, -6.5355, 4.5335], [-3.6145, -5.7924, 0.7965], [6.6402, 3.0377, -1.9880], [-8.8473, -0.3638, -3.3076], [3.7171, -6.7020, 5.3175], [-5.1263, 3.2105, 5.3607], [-7.8473, 2.0705, -0.7415], [-6.2934, 2.7605, 4.0994], [-5.3548, 5.1585, -1.6086], [-2.3601, -7.6432, 5.6933], [-2.0801, -6.4538, 1.3947], [7.1066, 1.2246, -0.4802], [-3.9850, -0.3620, -1.3396], [-7.8219, 3.3395, 0.5061], [-0.2098, 4.4971, 0.7952], [4.8481, 1.2787, -0.3289], [-2.4138, -6.4248, -0.3483], [2.5016, -7.9441, 4.9556], [-5.2508, 5.8009, -3.2585], [-9.3450, 2.9225, -0.3068], [-7.3059, -0.5152, -4.1770], [11.0237, -2.2097, -0.4946], [5.3135, 2.8573, 1.3331], [7.9099, 4.0591, -1.2115], [1.2620, -3.3727, 0.8123], [-0.9298, 5.5101, -0.4734], [4.5505, 2.4862, -1.7128], [1.0321, -2.0264, -6.0213], [-7.9861, 1.0927, -3.8495], [0.2369, -0.4892, -6.4207], [3.9757, -7.8310, 3.9730], [-2.5985, 0.3243, -0.4667], [4.2189, 4.1128, 0.6158], [2.9939, -1.4009, -1.7485], [7.6053, 2.2812, 0.9664], [1.2017, -2.2023, 2.1450]],
  "lowdin_charge": [0.79, 0.77, 0.18, 0.18, 0.12, -0.17, 0.14, 0.13, 0.14, 0.13, 0.12, 0.06, 0.13, 0.13, 0.13, 0.12, 0.02, 0.11, -0.27, -0.08, -0.25, -0.27, -0.06, -0.06, -0.25, -0.06, -0.10, -0.03, -0.09, -0.23, -0.08, -0.24, -0.14, -0.20, -0.24, -0.06, -0.10, -0.27, -0.26, -0.23, -0.06, -0.25, -0.05, -0.25, -0.05, -0.07, -0.46, -0.82, -0.85, 0.08, 0.07, 0.05, 0.04, 0.05, 0.08, 0.07, 0.06, -0.11, 0.07, 0.08, 0.08, 0.08, 0.12, 0.08, 0.06, 0.08, 0.02, 0.07, 0.05, 0.08, 0.05, 0.07, 0.04, 0.08, 0.07, 0.11, 0.09, 0.07, 0.07, 0.08, 0.08, 0.08, 0.13, 0.12, 0.04, 0.04, 0.13, 0.08, 0.08, 0.08, 0.08, 0.08, 0.13, -0.09, 0.08, 0.08],
  "homo_lumo_gap_ev": 7.0,
  "energy_ha": -2924.08239,
  "lumo_ev": -0.2,
  "e_above_lowest_kj_mol": 314.5
}



{
  "formula": "C28H47Cl2N2PSY",
  "method": "ωB97M-V with the def2-TZVPD basis set",
  "symbols": ["Y", "Cl", "Cl", "S", "P", "N", "N", "C", "C", "C", "C", "C", "C", "C", "C", "C", "C", "C", "C", "C", "C", "C", "C", "C", "C", "C", "C", "C", "C", "C", "C", "C", "C", "C", "C", "H", "H", "H", "H", "H", "H", "H", "H", "H", "H", "H", "H", "H", "H", "H", "H", "H", "H", "H", "H", "H", "H", "H", "H", "H", "H", "H", "H", "H", "H", "H", "H", "H", "H", "H", "H", "H", "H", "H", "H", "H", "H", "H", "H", "H", "H", "H"],
  "xyz": [[-0.0715, 0.1426, -0.0972], [0.2408, -1.3124, -2.0981], [-2.4712, 0.4114, 0.5725], [1.1332, 2.5279, 0.0060], [-3.3889, -1.7955, -2.2705], [3.8223, 2.4752, 0.3397], [2.5461, 2.4959, 2.2979], [1.2185, -0.7362, 1.5804], [-2.9933, -6.5296, -1.8276], [-1.8637, -5.6040, -1.3531], [-3.9217, -1.4355, -4.0198], [-6.1358, -1.7776, 0.9041], [-3.0588, -3.6383, -2.3905], [-2.3228, -4.1541, -1.1402], [-2.7724, -1.7040, -5.0058], [1.6673, -2.4038, 3.3538], [-6.3147, -2.0625, -2.0529], [-7.4719, -2.0967, 0.2212], [-7.5401, -1.6322, -1.2400], [-3.7060, 0.1038, -6.5572], [-4.2615, -4.5206, -2.7198], [-4.9352, -2.2216, 0.0607], [4.7373, 3.6298, 0.4103], [-3.8124, -5.9589, -2.9934], [-4.3855, 0.0302, -4.0959], [-1.0436, -3.1902, 3.2977], [-5.0265, -1.6178, -1.3505], [1.2397, -3.4805, 4.1162], [2.5939, 2.4875, 0.9612], [0.7616, -1.7040, 2.4871], [3.7011, 2.5242, 3.2070], [-3.1652, -1.3242, -6.4417], [-0.6367, -2.1069, 2.5336], [-0.1056, -3.9034, 4.0767], [-4.7937, 0.4141, -5.5241], [-1.4350, -5.9940, -0.4217], [-3.5595, 0.6732, -3.7543], [3.8281, 3.5303, 3.6345], [-1.4575, -3.5099, -0.9273], [-2.5743, -7.5015, -2.1146], [-2.0933, -3.5010, 3.2767], [1.9557, -4.0246, 4.7380], [-7.6298, -3.1836, 0.2517], [-6.0547, -0.6948, 1.0715], [2.2989, -0.5261, 1.6847], [-4.9495, -4.5277, -1.8618], [1.6091, 2.4310, 2.6997], [-1.3535, -1.5543, 1.9060], [-2.3477, -3.7041, -3.2338], [-5.7060, -0.1400, -5.7844], [3.5195, 1.8309, 4.0392], [-0.4205, -4.7842, 4.6362], [-2.4819, -2.7637, -4.9881], [4.6093, 4.2377, -0.4922], [-3.9330, -2.0296, -6.7875], [-5.0723, -0.5174, -1.2277], [-6.3828, -1.6457, -3.0656], [-4.0056, -1.8933, 0.5451], [-6.3224, -3.1542, -2.1620], [4.6133, 2.2288, 2.6793], [-4.7668, -2.0990, -4.2871], [-5.0467, 1.4800, -5.5475], [2.7197, -2.1029, 3.3245], [-8.4453, -2.0313, -1.7152], [-4.6973, -6.5845, -3.1677], [-5.2309, 0.2170, -3.4168], [-6.0912, -2.2625, 1.8867], [5.7655, 3.2509, 0.3979], [4.5634, 4.2448, 1.2999], [-4.9189, -3.3206, -0.0042], [-2.9890, -4.1011, -0.2665], [-4.1043, 0.2643, -7.5642], [3.7210, 2.1489, -0.6261], [-8.2920, -1.6413, 0.7883], [-3.6738, -6.7159, -0.9852], [-1.0603, -5.6050, -2.1027], [-2.2947, -1.4526, -7.0946], [-2.8765, 0.8101, -6.4262], [-3.2147, -5.9823, -3.9152], [-1.8893, -1.1305, -4.6843], [-4.8177, -4.1329, -3.5847], [-7.6170, -0.5365, -1.2717]],
  "lowdin_charge": [0.45, -0.23, -0.15, 0.53, 1.07, -0.07, -0.01, -0.31, -0.21, -0.20, -0.49, -0.20, -0.45, -0.22, -0.22, -0.12, -0.22, -0.21, -0.21, -0.21, -0.22, -0.24, -0.08, -0.21, -0.22, -0.15, -0.46, -0.16, -0.78, -0.43, -0.05, -0.21, -0.12, -0.18, -0.21, 0.11, 0.12, 0.08, 0.08, 0.10, 0.08, 0.08, 0.11, 0.11, -0.04, 0.10, 0.13, 0.01, 0.10, 0.11, 0.09, 0.06, 0.10, 0.08, 0.11, 0.10, 0.09, 0.06, 0.09, 0.08, 0.10, 0.10, 0.08, 0.10, 0.10, 0.10, 0.11, 0.08, 0.08, 0.10, 0.10, 0.10, 0.12, 0.10, 0.11, 0.11, 0.10, 0.11, 0.11, 0.11, 0.10, 0.11],
  "homo_lumo_gap_ev": 3.7,
  "energy_ha": -2903.03779,
  "lumo_ev": 2.0,
  "total_charge": -1
}



{
  "formula": "C28H47F2N4O9",
  "method": "ωB97M-V with the def2-TZVPD basis set",
  "symbols": ["F", "F", "O", "O", "O", "O", "O", "O", "O", "O", "O", "N", "N", "N", "N", "C", "C", "C", "C", "C", "C", "C", "C", "C", "C", "C", "C", "C", "C", "C", "C", "C", "C", "C", "C", "C", "C", "C", "C", "C", "C", "C", "C", "H", "H", "H", "H", "H", "H", "H", "H", "H", "H", "H", "H", "H", "H", "H", "H", "H", "H", "H", "H", "H", "H", "H", "H", "H", "H", "H", "H", "H", "H", "H", "H", "H", "H", "H", "H", "H", "H", "H", "H", "H", "H", "H", "H", "H", "H", "H"],
  "xyz": [[2.0123, -2.2076, -1.8468], [3.0346, -1.1360, 2.8087], [-6.2758, 1.9075, -2.3401], [4.6591, 3.2242, 1.9222], [3.2695, -0.6978, -0.4538], [0.1019, -1.2204, 4.7085], [0.4841, -3.5633, 4.5768], [2.5328, -3.4305, 2.3507], [1.3390, -5.3006, 0.2879], [-6.0539, -0.0461, -1.3463], [-1.6718, 0.3428, 1.1116], [-6.2264, 0.6720, -2.3380], [-0.9226, -2.5255, 1.4018], [-2.5267, -2.9100, -0.5879], [1.5200, -1.8972, 0.7666], [0.5557, 0.7261, 2.2228], [0.0955, 3.4392, -3.2156], [0.0821, -4.5915, -0.0240], [-0.9564, 2.1810, -2.9725], [6.0897, 3.0266, -0.2142], [3.7151, 3.8849, -1.2592], [2.2518, -1.5889, -0.5118], [-0.2098, -2.3539, 4.0180], [4.4336, 2.7474, 3.3036], [2.3062, -2.1461, 1.9509], [1.2303, 3.4451, -2.0319], [1.2175, 1.4180, 3.2521], [-2.2619, -2.1930, 0.6928], [-2.9454, 1.4297, -1.3920], [2.7717, 3.5923, -2.5701], [4.7657, 2.6112, -1.1357], [-0.9180, -5.7525, -0.6964], [-4.0884, -0.2768, 1.0285], [0.0755, -1.6006, 0.7714], [-1.6387, 2.4103, -1.5004], [-2.5530, -0.6084, 0.4457], [-0.2544, 0.0267, 1.0020], [-1.3053, -2.3195, 2.8419], [5.7903, 2.4904, 1.3088], [-0.6638, -4.0034, 1.2864], [-4.2669, 0.8335, 2.0264], [-2.6249, -0.1588, -1.1558], [-6.3888, -0.0183, -3.6461], [-2.0682, 3.5252, -1.5118], [-1.6910, -5.2806, -1.4613], [0.9603, 4.2649, -1.2139], [-3.7823, 1.8900, 1.8290], [3.1125, 2.6198, -3.1286], [-2.9637, -3.8432, -0.4361], [4.1434, 1.6098, 3.3752], [0.6461, 3.3968, -4.2474], [-3.4917, 1.4984, -2.4523], [5.3731, 2.8968, 4.0138], [7.0367, 2.4748, -0.6266], [-3.5269, -0.7409, -1.6800], [0.1358, 0.5524, 0.0026], [-0.1835, -1.7105, -0.4044], [-3.6847, 1.9164, -0.6282], [-7.2639, -0.6670, -3.5699], [1.5852, -5.9676, -0.4174], [1.2796, -3.2487, 5.1006], [-1.8282, 2.3495, -3.7699], [-1.4254, -6.3720, 0.1643], [-3.1456, -2.5552, 1.4149], [-0.3016, -6.5441, -1.3430], [-1.7387, -4.5255, 1.3357], [-1.9973, -1.3676, 3.0433], [-0.4389, 4.5017, -3.1698], [3.5145, 3.3402, 3.7782], [4.2690, 4.9163, -1.3281], [4.2686, 1.7077, -0.5823], [-6.5319, 0.7322, -4.4263], [2.8307, 4.5142, -3.3009], [-1.7544, -2.9141, -1.2765], [-0.4854, 1.1254, -3.1500], [-2.0229, -3.2420, 3.1103], [-5.4806, -0.5962, -3.8287], [-1.6589, -0.4993, -1.7576], [5.0812, 2.2061, -2.2109], [-5.0402, -0.8806, 0.6634], [-0.9024, 2.3694, -0.5924], [5.4699, 1.3520, 1.2323], [-4.8325, 0.7017, 3.0648], [-0.0898, -4.4752, 2.2224], [3.0243, 3.8449, -0.2993], [0.2522, -3.8124, -0.9107], [6.7615, 2.6676, 1.9394], [1.6036, 1.8247, 4.3063], [6.2501, 4.1981, -0.2272], [1.1512, 2.3833, -1.4925]],
  "lowdin_charge": [0.03, 0.01, 0.07, -0.26, 0.07, -0.01, 0.00, 0.07, -0.09, 0.02, -0.12, -0.41, -0.15, 0.09, 0.07, 0.01, -0.21, -0.33, -0.21, -0.16, -0.20, -0.12, -0.20, -0.14, -0.14, -0.24, 0.12, -0.23, -0.18, -0.22, -0.20, -0.06, -0.07, -0.13, -0.21, -0.32, -0.18, -0.03, -0.23, -0.07, 0.03, -0.12, 0.04, 0.14, 0.08, 0.13, 0.09, 0.11, 0.10, 0.08, 0.11, 0.11, 0.11, 0.11, 0.11, 0.16, 0.18, 0.11, 0.11, 0.12, 0.14, 0.12, 0.10, 0.18, 0.11, 0.16, 0.19, 0.12, 0.10, 0.12, 0.09, 0.10, 0.12, 0.09, 0.11, 0.18, 0.10, 0.11, 0.11, 0.12, 0.10, 0.13, 0.09, 0.18, 0.11, 0.13, 0.13, 0.10, 0.12, 0.10],
  "homo_lumo_gap_ev": 6.9,
  "energy_ha": -2189.82914,
  "lumo_ev": -4.4,
  "total_charge": 1
}